Record 1
Molecular formula: C4H4AgO6
Method: DFT, ωB97M-V/def2-TZVPD

HOMO (spin up / spin down) in eV: -13.8825 / -15.1462
Kohn-Sham gap (spin up / spin down) in eV: 8.8 / 7.2
Net charge: +1
LUMO energy (spin up / spin down) in eV: -5.11 / -7.99
Expectation value of S²: 2.01
Spin multiplicity: 3

Each line ends with the natural charge from an NBO analysis.
Element x y z (Å)
O: 1.898 -1.479 -0.125  -0.53
C: 0.600 -1.679 0.162  -0.15
C: -0.267 -0.440 0.072  0.38
O: -1.600 -0.746 0.258  -0.51
H: 0.290 -1.727 1.300  0.23
H: 0.110 -2.457 -0.452  0.25
H: -0.128 0.053 -0.901  0.21
C: -2.543 0.063 -0.275  0.98
O: -2.335 0.990 -1.005  -0.56
O: -3.741 -0.293 0.137  -0.62
H: -3.719 -1.128 0.628  0.51
O: 2.014 1.510 0.032  -0.73
C: 1.116 1.525 0.854  0.89
O: 0.140 0.757 1.064  -0.50
Ag: 3.067 -0.101 -0.619  1.16

Record 2
Molecular formula: C2F3NO2
Method: DFT, ωB97M-V/def2-TZVPD

HOMO in eV: -9.7202
Kohn-Sham gap in eV: 8.3
Relative energy (zero: lowest compared OMol25 entry of this formula, charge and spin) in kcal per mole: 76.7
LUMO energy in eV: -1.37

Each line ends with the natural charge from an NBO analysis.
Element x y z (Å)
C: 0.654 1.243 0.014  0.44
C: 0.995 0.231 -0.768  0.55
N: -1.140 -0.914 0.707  0.53
O: 1.507 -0.582 -1.432  -0.36
O: -2.177 -1.000 0.288  -0.11
F: -0.248 2.284 -0.200  -0.30
F: 0.789 0.938 1.324  -0.30
F: -0.380 -2.200 0.067  -0.44

Record 3
Molecular formula: C4H10N2O2
Method: DFT, ωB97M-V/def2-TZVPD

HOMO in eV: -9.2933
Kohn-Sham gap in eV: 10.1
Relative energy (zero: lowest compared OMol25 entry of this formula, charge and spin) in kcal per mole: 109.8
LUMO energy in eV: 0.78

Each line ends with the natural charge from an NBO analysis.
Element x y z (Å)
C: -0.719 -1.897 0.396  -0.67
C: -0.617 -0.491 0.894  -0.19
C: -1.662 0.207 1.323  -0.43
H: 0.530 0.028 0.887  0.20
H: -1.290 -1.944 -0.531  0.23
H: -1.117 -2.590 1.140  0.23
H: 0.270 -2.290 0.155  0.21
H: -2.681 -0.107 1.124  0.20
H: -1.567 1.126 1.887  0.20
N: 1.854 0.764 -0.428  -0.43
C: 0.691 0.936 -1.319  0.74
N: -0.136 1.931 -0.862  -0.80
O: 2.380 -0.542 -0.377  -0.56
O: 0.792 0.648 -2.494  -0.57
H: 1.910 -1.019 0.338  0.46
H: 2.648 1.266 -0.835  0.39
H: -0.328 1.902 0.130  0.40
H: -0.958 2.072 -1.428  0.40

no.,DFT total energy (hartree),maximum force (eV/A)
1,-752.772542,3.96
2,-580.848552,2.75
3,-418.285995,3.94